Below is a structure of composition C35H52F5N8OSTi, with properties calculated with the ωB97M-V functional and the def2-TZVPD basis.

Calculated values
2S+1: 3
strongest force on any atom: 0.020 Eh/bohr
net charge: +1
frontier orbital gap (spin up / spin down): 6.7 / 8.0 eV
expectation value of S²: 2.01
E: -3624.97388 a.u.
lowest unoccupied orbital energy (spin up / spin down): -1.75 / -1.84 eV

Last column: Löwdin charge in e.
Element x y z (Å)
Ti -0.09260 0.38783 0.81719  0.780
S -2.88037 0.63505 -1.49183  0.975
F -0.94420 1.65099 4.37884  0.120
F -2.41219 1.99190 2.05309  -0.020
F -0.67785 3.09792 1.18300  -0.032
F -1.41460 3.66550 3.78538  0.158
F 0.59430 2.93495 3.56164  0.146
O -1.74551 0.92036 -0.54307  -0.599
N 0.20693 -1.82826 0.96960  0.065
N -0.31047 -2.21903 -1.73222  0.182
N -1.58596 -2.41186 2.33246  -0.116
N -2.31406 -3.31703 -2.12227  -0.196
N 1.16542 1.18231 -0.74153  0.163
N 0.04145 -4.00678 1.91160  -0.167
N 1.58439 0.57148 2.23672  -0.036
N -0.38789 -4.31053 -2.92553  -0.108
C 4.28649 -1.90369 -0.05459  -0.031
C 1.02821 -4.58829 -3.11162  -0.031
C 1.02505 -1.87252 -1.89832  -0.252
C -2.75922 -2.96427 -0.78354  -0.068
C -2.97286 -2.53636 -3.16421  -0.060
C -4.21136 1.76573 -1.03074  -0.317
C 2.39534 0.13474 4.45016  -0.036
C 3.72033 1.40054 2.93215  -0.036
C 0.31594 -4.48235 3.25644  -0.052
C 1.55665 -2.04600 0.57653  -0.243
C -2.16420 2.61082 -3.51395  -0.261
C 2.83197 -1.25937 -3.39633  -0.094
C -0.89820 -3.23329 -2.26142  -0.367
C -0.69412 2.59506 3.44593  -0.611
C 2.71519 1.24304 1.99571  -0.111
C 3.75052 -1.41235 -2.39936  -0.050
C -2.39282 1.14770 -3.15821  -0.332
C -1.01137 2.03856 2.06439  -0.357
C 3.32961 -1.72581 -1.08147  -0.161
C -2.49111 -3.43353 2.84478  -0.041
C 1.82357 1.58916 -1.59388  -0.164
C 1.94347 -1.87502 -0.79344  -0.067
C -0.41181 -2.71322 1.71019  -0.356
C -4.82483 3.74518 0.37893  -0.092
C 2.66740 2.10574 -2.65723  -0.025
C 2.52328 -2.24089 1.53374  -0.050
C 0.67873 -4.76034 0.85137  -0.035
C -3.86053 3.20910 -0.67409  -0.280
C -2.18689 -1.08773 2.29189  -0.035
C -0.97270 3.26552 -2.82606  -0.081
C 3.56169 0.83479 4.18570  -0.042
C 1.46913 -1.49232 -3.14612  -0.057
C -1.25817 -5.19987 -3.67421  -0.049
C 1.44384 0.03357 3.45521  -0.154
C 3.88992 -2.19791 1.21693  -0.054
H -3.46020 -3.33464 2.35055  0.090
H 2.25377 1.82225 -3.62406  0.091
H 2.71920 3.19105 -2.58702  0.100
H 2.21254 -0.31262 5.41632  0.115
H -1.86866 -0.50119 1.43080  0.019
H -3.07493 3.17763 -3.32932  0.091
H 1.76996 -4.76631 0.93030  0.094
H 2.21943 -2.36527 2.56588  0.109
H -0.04551 2.80150 -3.16080  0.053
H -3.17948 0.71602 -3.78434  0.094
H -2.69025 -2.91241 -4.14773  0.088
H -2.31664 -3.65862 -0.06990  0.084
H -3.91080 3.83996 -1.55940  0.098
H -4.95626 1.67405 -1.82601  0.105
H 5.33557 -1.81382 -0.30192  0.114
H -4.05250 -2.64074 -3.05876  0.098
H -0.09510 -5.48371 3.40934  0.095
H -2.10989 -4.42867 2.64969  0.084
H 4.80858 -1.29804 -2.59400  0.114
H 0.32021 -5.79154 0.89676  0.100
H -0.92066 4.32239 -3.08461  0.086
H -5.85802 3.68940 0.03388  0.079
H -0.11902 -3.81340 3.99515  0.092
H -3.25904 -1.21295 2.12228  0.108
H 3.15264 -1.00810 -4.39951  0.110
H -2.01729 2.64276 -4.59736  0.116
H 3.66540 1.68056 -2.56420  0.092
H -2.84407 3.25238 -0.28961  0.083
H -2.27912 -5.10883 -3.31526  0.085
H -2.48381 -1.94570 -0.49797  0.043
H -4.62785 1.26626 -0.15114  0.091
H -4.60195 4.78605 0.60391  0.081
H -2.71290 -1.47180 -3.10738  0.034
H 0.75298 -1.46596 -3.95836  0.118
H 1.41546 -4.17158 -4.04449  0.096
H 2.80712 1.67882 1.00821  0.099
H 1.62535 -4.20538 -2.29454  0.081
H -2.64296 -3.31061 3.91876  0.101
H 1.39754 -4.52812 3.42792  0.091
H 0.50669 -0.48391 3.63908  0.113
H 0.39404 -4.34486 -0.11048  0.075
H -3.84328 -3.07611 -0.74480  0.097
H 4.60653 1.96354 2.67823  0.112
H -1.01703 3.17714 -1.74326  0.057
H 1.15414 -5.67177 -3.14123  0.093
H -1.49252 0.54615 -3.32726  0.087
H 4.32385 0.94626 4.94377  0.114
H -4.73687 3.17821 1.30397  0.072
H -0.92448 -6.22771 -3.53445  0.089
H -1.22076 -4.97208 -4.74299  0.095
H -2.04650 -0.51914 3.21492  0.101
H 4.62184 -2.34984 1.99890  0.112